Entry 1:
The following is a DFT calculation (the ωB97M-V functional and the def2-TZVPD basis) of a 6-piece molecular cluster, C50H56N4O24P overall in a non-equilibrium geometry.

* HOMO: -0.3807 hartree
* LUMO level: -3.36 eV
* net charge: +1
* spin multiplicity: 1
* Kohn-Sham gap: 0.257 Eh

Element x y z (Å)
C 2.442 -3.563 1.088
C 1.517 -2.730 0.601
C 1.434 -1.236 0.836
N 0.026 -1.007 1.277
C -0.446 -1.707 2.153
O -0.916 -2.372 2.938
C 2.419 -0.710 1.868
C 1.993 0.294 2.951
N 1.097 1.377 2.603
C -0.161 1.410 3.340
N 3.531 -0.257 0.986
C 4.831 -0.010 1.598
O 5.329 1.281 1.301
N 4.251 2.216 1.567
O 4.245 3.059 0.782
C 3.216 -0.157 -0.272
C 4.206 0.211 -1.299
C 4.962 -0.980 -2.010
C 4.438 -1.239 -3.429
C 4.957 -2.299 -1.242
C 1.749 -0.443 -0.494
C 1.519 -1.212 -1.810
C 0.098 -1.248 -2.334
O -0.771 -1.828 -1.399
C -2.141 -1.695 -1.771
C -3.005 -2.204 -0.638
P 1.163 1.351 -0.559
C -0.634 1.465 -0.299
C 1.574 2.070 -2.203
H 3.365 -3.214 1.530
H 2.262 -4.628 1.060
H 0.728 -3.103 -0.039
H 2.856 -1.522 2.452
H 2.928 0.734 3.308
H 1.597 -0.262 3.801
H 1.553 2.272 2.683
H -0.055 1.162 4.401
H -0.901 0.736 2.917
H -0.578 2.412 3.285
H 5.572 -0.726 1.255
H 4.742 -0.114 2.677
H 3.723 0.785 -2.079
H 4.976 0.838 -0.866
H 6.001 -0.674 -2.096
H 5.255 -1.500 -4.098
H 3.910 -0.387 -3.853
H 3.754 -2.086 -3.434
H 4.015 -2.834 -1.335
H 5.719 -2.946 -1.673
H 5.210 -2.196 -0.188
H 1.938 -2.215 -1.793
H 2.071 -0.669 -2.576
H -0.230 -0.253 -2.651
H 0.118 -1.870 -3.240
H -2.364 -0.637 -1.941
H -2.311 -2.233 -2.707
H -2.998 -3.286 -0.584
H -4.018 -1.834 -0.779
H -2.635 -1.768 0.287
H -0.762 2.016 0.629
H -1.127 0.509 -0.173
H -1.099 2.061 -1.082
H 1.921 1.377 -2.966
H 0.661 2.519 -2.595
H 2.294 2.872 -2.076
C 2.573 -3.476 -6.847
C 1.610 -3.598 -7.776
C 0.266 -4.204 -7.455
O -0.552 -4.253 -8.350
C 0.026 -4.691 -6.105
C 0.992 -4.571 -5.188
C 2.321 -3.940 -5.503
O 3.121 -3.848 -4.582
O 0.873 -4.984 -3.926
O 1.753 -3.201 -9.026
H 3.537 -3.040 -7.063
H -0.928 -5.137 -5.891
H 1.728 -4.782 -3.500
H 0.912 -3.401 -9.482
C -4.709 -6.921 -2.210
C -5.483 -7.261 -3.252
C -5.164 -6.824 -4.660
O -5.912 -7.192 -5.543
C -3.992 -5.990 -4.879
C -3.227 -5.654 -3.835
C -3.533 -6.109 -2.433
O -2.761 -5.756 -1.558
O -2.135 -4.899 -3.932
O -6.573 -7.998 -3.139
H -4.927 -7.231 -1.198
H -3.782 -5.669 -5.890
H -1.775 -4.828 -3.025
H -6.939 -8.098 -4.039
C -3.706 -0.976 8.166
C -3.465 -0.666 6.885
C -2.912 0.676 6.479
O -2.708 0.859 5.290
C -2.658 1.662 7.506
C -2.902 1.355 8.790
C -3.433 0.004 9.201
O -3.605 -0.186 10.388
O -2.700 2.193 9.791
O -3.685 -1.499 5.877
H -4.101 -1.936 8.468
H -2.276 2.626 7.202
H -2.955 1.717 10.606
H -3.424 -1.023 5.067
C 1.659 7.262 2.808
C 1.999 8.552 2.662
C 3.024 9.000 1.648
O 3.252 10.190 1.576
C 3.672 7.991 0.828
C 3.333 6.705 0.981
C 2.292 6.263 1.977
O 2.043 5.068 2.025
O 3.866 5.708 0.282
O 1.472 9.529 3.378
H 0.925 6.932 3.530
H 4.415 8.318 0.115
H 3.430 4.899 0.613
H 1.889 10.357 3.069
C -3.888 5.240 2.305
C -3.016 4.813 1.385
C -3.438 4.467 -0.019
O -2.561 4.093 -0.781
C -4.834 4.584 -0.374
C -5.714 5.012 0.545
C -5.290 5.378 1.947
O -6.153 5.768 2.705
O -7.006 5.147 0.309
O -1.717 4.657 1.620
H -3.596 5.491 3.315
H -5.128 4.320 -1.380
H -7.409 5.474 1.137
H -1.325 4.358 0.777



Entry 2:
The following is a DFT calculation (the ωB97M-V functional and the def2-TZVPD basis) of one molecule with the formula C17H29N5O7.

* HOMO: -0.3015 hartree
* LUMO level: 0.41 eV
* spin multiplicity: 1
* structure (SMILES): COCCOCC(=O)NC[C@@]1(OC)CCN(C(=O)CCCn2c(O)nnc2O)C1
* Kohn-Sham gap: 0.317 Eh

Element x y z (Å)
C 3.218 -3.403 -3.868
O 2.062 -2.738 -3.383
C 1.165 -3.625 -2.728
C 0.232 -2.833 -1.849
O -0.434 -1.897 -2.687
C -1.428 -1.058 -2.169
C -1.497 -0.803 -0.666
O -0.569 -0.940 0.109
N -2.716 -0.337 -0.279
C -2.958 0.222 1.033
C -2.965 1.757 1.018
O -3.741 2.247 -0.065
C -5.132 2.017 0.037
C -3.378 2.316 2.384
C -2.100 2.258 3.212
N -1.041 2.359 2.210
C 0.249 2.462 2.619
O 0.525 2.484 3.808
C 1.331 2.494 1.562
C 1.878 1.081 1.355
C 3.093 1.073 0.438
N 3.546 -0.280 0.169
C 3.238 -1.075 -0.901
O 2.583 -0.558 -1.934
N 3.661 -2.290 -0.743
N 4.285 -2.332 0.514
C 4.187 -1.146 1.005
O 4.641 -0.708 2.190
C -1.545 2.305 0.845
H 3.821 -2.662 -4.390
H 3.792 -3.819 -3.037
H 2.936 -4.193 -4.570
H 0.612 -4.193 -3.485
H 1.725 -4.317 -2.091
H -0.479 -3.522 -1.377
H 0.791 -2.332 -1.064
H -1.293 -0.073 -2.630
H -2.412 -1.429 -2.486
H -3.383 -0.119 -1.001
H -3.908 -0.157 1.417
H -2.169 -0.134 1.695
H -5.587 2.464 -0.844
H -5.379 0.949 0.054
H -5.558 2.484 0.928
H -3.695 3.352 2.241
H -4.197 1.766 2.848
H -2.021 3.066 3.937
H -2.003 1.321 3.766
H 0.973 2.910 0.618
H 2.116 3.148 1.946
H 2.158 0.666 2.325
H 1.109 0.432 0.931
H 2.860 1.522 -0.527
H 3.919 1.631 0.882
H 2.360 -1.307 -2.546
H 5.058 -1.463 2.624
H -0.933 1.660 0.215
H -1.607 3.296 0.386



Entry 3:
The following is a DFT calculation (the ωB97M-V functional and the def2-TZVPD basis) of one molecule with the formula C4H5NO2.

* HOMO: -0.3748 hartree
* LUMO level: 0.59 eV
* spin multiplicity: 1
* structure (SMILES): O=C[C@H]1CN1C=O
* Kohn-Sham gap: 0.397 Eh

Element x y z (Å)
O 2.549 -0.729 -0.394
C 1.423 -0.326 -0.556
C 0.684 0.451 0.493
C -0.514 1.228 0.048
N -0.683 0.033 0.824
C -1.209 -1.117 0.207
O -1.842 -1.126 -0.816
H 0.872 -0.503 -1.504
H 1.299 0.783 1.326
H -0.801 1.177 -1.000
H -0.760 2.151 0.566
H -1.018 -2.023 0.806



Entry 4:
The following is a DFT calculation (the ωB97M-V functional and the def2-TZVPD basis) of a 2-piece molecular cluster, C4H10NO2 overall in a non-equilibrium geometry.

* HOMO (spin up / spin down): -0.3330 / -0.3624 hartree
* LUMO level (spin up / spin down): 0.82 / -1.12 eV
* spin multiplicity: 2
* Kohn-Sham gap (spin up / spin down): 0.363 / 0.321 Eh

Element x y z (Å)
O -0.746 0.163 1.643
C -0.557 0.929 0.684
O -1.640 1.592 0.140
C 0.660 1.059 -0.058
C 1.881 0.455 0.505
C 1.932 -1.010 0.228
N -2.306 -1.034 -1.331
H -2.271 1.610 0.883
H 0.655 1.745 -0.860
H 2.818 0.998 0.135
H 1.850 0.575 1.648
H 1.259 -1.527 0.843
H 1.592 -1.245 -0.746
H 2.953 -1.405 0.345
H -2.533 -1.292 -2.302
H -2.588 0.003 -1.067
H -2.959 -1.616 -0.691



Entry 5:
The following is a DFT calculation (the ωB97M-V functional and the def2-TZVPD basis) of a 2-piece molecular cluster, C12H27N5O4 overall in a non-equilibrium geometry.

* HOMO: -0.3196 hartree
* LUMO level: 0.49 eV
* spin multiplicity: 1
* structure (SMILES): [H]/N=C(\N)NCCC[C@H](N)C(=O)O.CC(C)C[C@H](N)C(=O)O
* Kohn-Sham gap: 0.338 Eh

Element x y z (Å)
H -2.603 5.068 -4.523
N -1.973 4.966 -3.726
C -1.023 4.161 -4.032
N -0.879 3.588 -5.240
N -0.074 3.857 -3.120
C 0.387 2.495 -2.898
C 1.437 2.486 -1.787
C 1.956 1.069 -1.524
C 3.102 1.026 -0.507
N 3.686 -0.337 -0.521
C 2.611 1.348 0.910
O 2.266 0.537 1.756
O 2.592 2.667 1.179
H 0.095 3.485 -5.499
H -1.406 4.030 -5.982
H -0.325 4.320 -2.249
H -0.461 1.861 -2.618
H 0.824 2.087 -3.817
H 2.272 3.140 -2.067
H 0.997 2.902 -0.874
H 1.123 0.442 -1.181
H 2.304 0.645 -2.476
H 3.896 1.730 -0.777
H 4.449 -0.368 0.155
H 2.988 -0.983 -0.139
H 2.273 2.722 2.104
C 0.011 -4.820 1.880
C -1.193 -3.900 2.091
C -2.015 -4.364 3.295
C -0.719 -2.448 2.236
C -1.838 -1.413 2.354
N -2.753 -1.337 1.210
C -1.251 -0.015 2.625
O -0.290 0.168 3.327
O -1.926 0.978 2.039
H -0.306 -5.858 1.734
H 0.597 -4.518 1.005
H 0.678 -4.791 2.753
H -1.829 -3.968 1.195
H -2.941 -3.789 3.418
H -2.298 -5.417 3.191
H -1.435 -4.263 4.221
H -0.073 -2.350 3.118
H -0.093 -2.183 1.371
H -2.448 -1.634 3.240
H -2.257 -1.543 0.347
H -3.504 -2.014 1.289
H -2.633 0.536 1.515



Entry 6:
The following is a DFT calculation (the ωB97M-V functional and the def2-TZVPD basis) of a 10-piece molecular cluster, H20O10 overall.

* HOMO: -0.3814 hartree
* LUMO level: -0.06 eV
* spin multiplicity: 1
* structure (SMILES): O.O.O.O.O.O.O.O.O.O
* Kohn-Sham gap: 0.379 Eh

Element x y z (Å)
O 2.129 1.491 -1.657
H 2.540 2.226 -2.124
H 2.821 1.136 -1.079
O 3.813 -0.609 -0.070
H 4.355 -0.930 -0.797
H 2.916 -0.916 -0.290
O -2.265 -1.222 -0.035
H -2.888 -1.162 0.710
H -2.771 -1.624 -0.747
O -0.327 -3.043 1.077
H -0.775 -2.249 0.733
H -1.019 -3.710 1.108
O -4.246 -0.797 2.008
H -5.127 -0.751 2.394
H -4.011 0.127 1.851
O -0.224 0.662 0.673
H 0.395 0.181 0.109
H -1.042 0.146 0.630
O 0.556 2.611 2.843
H 0.184 2.067 2.135
H 0.307 2.159 3.654
O -0.108 3.495 -0.475
H -0.401 2.642 -0.133
H 0.850 3.437 -0.440
O 1.386 -1.910 -0.855
H 1.127 -2.534 -0.154
H 0.973 -2.253 -1.653
O -0.112 0.436 -3.120
H 0.451 0.072 -3.809
H 0.513 0.826 -2.484



Number 1: calculated total energy -117134.557 eV. Number 2: calculated total energy -39882.433 eV. Number 3: calculated total energy -9812.346 eV. Number 4: calculated total energy -9893.742 eV. Number 5: calculated total energy -28524.082 eV. Number 6: calculated total energy -20800.541 eV.